A structure of composition C46H63KNO3PSi3 at a distorted geometry. Source: OMol25; level of theory: the ωB97M-V functional and the def2-TZVPD basis.

Its relative energy (zero: lowest compared OMol25 entry of this formula, charge and spin) is 94.8 kJ/mol. As for the strongest force on any atom: 0.0276 hartree/bohr. The electronic energy comes out at -3881.0780 a.u. The calculation puts the frontier orbital gap at 0.1646 Ha. Its charge is -2.

Positions of all 118 atoms, in Å:
K -0.20 -0.16 0.37
O -0.48 0.14 2.61
C -0.11 1.00 3.57
C 0.00 2.47 3.02
C 1.07 2.81 2.02
C 2.16 3.60 2.39
C 3.08 3.98 1.43
C 2.91 3.57 0.13
C 1.80 2.79 -0.18
C 1.61 2.22 -1.57
C 2.60 1.13 -1.82
O 2.61 0.21 -0.72
C 3.64 0.28 0.16
C 4.88 0.82 -0.16
C 5.88 0.86 0.81
C 5.65 0.38 2.09
C 4.40 -0.14 2.41
C 3.40 -0.20 1.45
C 3.25 0.81 -2.98
C 3.17 1.61 -4.18
C 3.88 1.30 -5.32
C 4.72 0.18 -5.40
C 4.79 -0.63 -4.26
C 4.10 -0.35 -3.11
N 0.91 2.42 0.74
C -1.15 1.06 4.74
C -1.12 1.99 5.78
C -2.06 1.95 6.81
C -3.04 0.97 6.82
C -3.07 0.03 5.80
C -2.13 0.07 4.78
C 1.17 0.52 4.31
C 1.37 -0.86 4.39
C 2.38 -1.39 5.16
C 3.25 -0.56 5.87
C 3.08 0.82 5.77
C 2.05 1.34 5.00
H 0.06 3.20 3.83
H -0.97 2.62 2.53
H 2.26 3.92 3.42
H 3.94 4.59 1.71
H 3.62 3.81 -0.66
H 1.76 3.02 -2.31
H 0.56 1.91 -1.65
H 5.05 1.20 -1.16
H 6.84 1.28 0.55
H 6.42 0.43 2.85
H 4.19 -0.49 3.41
H 2.42 -0.58 1.70
H 2.52 2.47 -4.20
H 3.77 1.95 -6.18
H 5.27 -0.06 -6.30
H 5.41 -1.52 -4.28
H 4.19 -1.02 -2.26
H -0.35 2.74 5.81
H -2.01 2.69 7.60
H -3.77 0.94 7.62
H -3.83 -0.74 5.80
H -2.14 -0.65 3.98
H 0.69 -1.49 3.83
H 2.51 -2.47 5.22
H 4.05 -0.97 6.47
H 3.76 1.49 6.29
H 1.92 2.42 4.96
C -2.63 2.57 -0.34
O -2.37 1.20 -0.52
Si -3.48 -0.03 -0.16
C -5.07 0.42 -1.11
C -3.89 0.22 1.66
C -2.72 -1.59 -0.59
Si -3.12 -2.99 0.47
C -2.46 -2.84 2.25
C -2.44 -4.64 -0.13
C -4.99 -3.33 0.66
Si -2.46 -1.84 -2.36
C -2.14 -0.25 -3.33
C -0.98 -2.92 -2.83
C -3.93 -2.68 -3.24
H -3.28 2.96 -1.14
H -1.69 3.11 -0.35
H -3.12 2.77 0.62
H -5.49 1.38 -0.77
H -5.81 -0.36 -0.92
H -4.91 0.48 -2.18
H -4.47 1.14 1.81
H -2.96 0.30 2.22
H -4.47 -0.61 2.07
H -1.79 -1.99 2.37
H -1.90 -3.74 2.52
H -3.27 -2.74 2.99
H -1.35 -4.62 -0.14
H -2.78 -4.91 -1.13
H -2.75 -5.43 0.56
H -5.51 -2.48 1.11
H -5.18 -4.21 1.29
H -5.44 -3.50 -0.32
H -1.20 0.22 -3.02
H -2.92 0.50 -3.23
H -2.04 -0.51 -4.39
H -0.04 -2.45 -2.51
H -0.94 -3.04 -3.92
H -1.01 -3.91 -2.38
H -4.85 -2.09 -3.08
H -4.11 -3.68 -2.84
H -3.76 -2.77 -4.32
C 1.49 -5.01 -1.05
P 1.77 -3.43 -0.14
C 1.77 -4.07 1.59
C 3.58 -3.30 -0.41
H 2.24 -5.76 -0.78
H 1.54 -4.82 -2.12
H 0.50 -5.40 -0.83
H 2.43 -4.94 1.71
H 0.76 -4.35 1.88
H 2.10 -3.28 2.26
H 4.10 -4.22 -0.13
H 3.99 -2.47 0.16
H 3.76 -3.10 -1.47